Record 1
12
Properties=species:S:1:pos:R:3:forces:R:3:mulliken_charge:R:1 method="wB97M-V/def2-TZVPD" lumo_energy_ev=1.060 multiplicity=1 homo_lumo_gap_ev=10.60 homo_ev=-9.54
N 2.0658 0.1156 -0.6708 -0.052 -0.069 0.281 -0.37
C 0.9706 0.1845 0.1303 0.161 -0.073 0.578 0.63
O 1.0997 0.2991 1.3358 0.538 -0.122 -0.038 -0.61
N -0.3060 0.2610 -0.4848 -0.009 0.600 0.898 -0.39
C -1.3439 -0.7387 -0.2564 -0.310 -0.423 -0.125 -0.24
C -1.3393 0.4474 0.5976 0.018 0.280 -0.207 -0.38
H 2.0647 0.0121 -1.6621 -0.306 0.096 -0.275 0.20
H 2.9366 0.2772 -0.1908 -0.066 -0.183 -0.162 0.24
H -2.0832 -0.8039 -1.0445 0.193 -0.178 -0.176 0.22
H -1.0516 -1.6827 0.1971 -0.028 0.107 -0.005 0.24
H -1.9327 1.3249 0.3985 -0.461 -0.182 -0.119 0.25
H -1.0806 0.3036 1.6502 0.321 0.146 -0.650 0.21

Record 2
12
Properties=species:S:1:pos:R:3:forces:R:3:mulliken_charge:R:1 method="wB97M-V/def2-TZVPD" lumo_energy_ev=0.568 multiplicity=1 homo_lumo_gap_ev=11.37 homo_ev=-10.80
N 2.3724 -0.0590 -1.9288 -0.632 0.192 0.891 -0.41
C 1.7219 0.1629 -0.9982 0.587 -0.215 -0.769 0.07
C 0.8449 0.4904 0.1561 -0.002 0.233 -0.226 0.29
O 1.1536 -0.2922 1.2643 -0.123 -0.107 0.078 -0.58
C -0.6640 0.3258 -0.2729 -0.004 0.100 -0.069 -0.44
N -1.2829 -0.7397 0.5060 -0.234 -0.071 -0.083 -0.61
H 1.0364 1.5448 0.3950 -0.025 -0.138 -0.069 0.17
H 0.3467 -0.8368 1.4023 0.133 0.062 0.030 0.44
H -0.7167 0.1217 -1.3466 0.029 0.065 0.178 0.35
H -1.1829 1.2711 -0.0959 0.093 -0.139 0.019 0.31
H -2.1281 -0.4344 0.9714 0.145 -0.072 -0.041 0.20
H -1.5012 -1.5547 -0.0527 0.033 0.091 0.060 0.20

Record 3
12
Properties=species:S:1:pos:R:3:forces:R:3:mulliken_charge:R:1 method="wB97M-V/def2-TZVPD" lumo_energy_ev=0.101 multiplicity=1 homo_lumo_gap_ev=9.54 homo_ev=-9.44
C -1.6813 0.5559 0.0143 -2.514 2.857 -0.769 -0.86
C -0.7513 -0.5686 -0.1301 0.968 0.432 -0.323 0.65
C 0.7180 -0.0624 -0.1447 0.530 2.783 0.377 0.30
H -2.6655 0.4952 -0.6398 2.005 -0.281 1.513 0.29
H -1.9443 0.6392 1.0910 -0.196 -0.324 -0.545 0.23
H -1.1936 1.5979 -0.1829 -0.749 -2.294 0.085 0.27
H 2.6769 -0.8054 0.6725 -4.092 -0.301 -3.634 0.32
H 1.4741 -2.0109 0.2198 -0.818 1.671 -0.966 0.32
H 1.8171 1.6924 -0.3670 -0.357 -1.325 0.514 0.23
N 1.6646 -1.0332 -0.1290 5.468 -1.504 4.158 -0.60
N 0.8977 1.2436 -0.1960 -0.391 -2.007 -0.475 -0.61
O -1.0124 -1.7438 -0.2081 0.146 0.292 0.066 -0.56

Record 4
12
Properties=species:S:1:pos:R:3:forces:R:3:mulliken_charge:R:1 method="wB97M-V/def2-TZVPD" lumo_energy_ev="0.822 / 0.822" multiplicity=1 homo_lumo_gap_ev="8.96 / 8.96" homo_ev="-8.13 / -8.13"
C 0.8997 0.0475 0.1450 -3.449 2.141 -0.781 -0.07
C -0.9589 0.4168 -0.3865 4.635 -1.921 1.267 -0.62
C -1.0601 -0.9917 0.0845 0.607 -0.227 2.857 -0.35
N 0.4870 -1.1808 0.3067 -1.368 0.206 0.030 0.54
N 2.1143 0.6594 0.1396 0.034 -2.117 -1.481 -0.35
O 1.1113 -2.2408 0.4737 0.173 -0.397 0.270 -0.69
H -1.1438 1.2770 0.1330 -1.271 1.637 1.691 0.32
H -1.0932 0.5222 -1.4067 0.035 0.280 -2.017 0.27
H -1.7103 -1.3012 0.9759 1.405 0.911 -0.652 0.24
H -1.3590 -1.6865 -0.6146 -0.435 -1.309 -2.062 0.27
H 2.8179 0.2396 -0.4620 -0.053 0.258 0.319 0.22
H 2.3957 1.4535 0.6552 -0.311 0.539 0.560 0.20

Record 5
12
Properties=species:S:1:pos:R:3:forces:R:3:mulliken_charge:R:1 method="wB97M-V/def2-TZVPD" lumo_energy_ev=0.890 multiplicity=1 homo_lumo_gap_ev=8.58 homo_ev=-7.69
C -0.0875 -1.1541 1.3290 -0.070 0.342 -0.119 -1.18
C -0.0977 0.0308 0.4073 0.277 -0.683 -0.477 -0.08
C 0.3318 1.2180 0.7589 0.096 1.117 1.282 0.94
O 0.6040 2.2468 1.2617 -0.107 -0.662 -0.595 -0.45
N -0.4205 -0.2035 -0.9622 0.024 0.525 -0.436 -0.27
N -0.1726 1.0347 -1.6760 -0.099 -0.788 -0.066 -0.54
H 0.6441 -1.8953 1.0007 0.058 -0.039 0.038 0.28
H -1.0699 -1.6248 1.3292 -0.064 -0.031 0.072 0.30
H 0.1618 -0.8375 2.3379 -0.003 -0.104 0.084 0.32
H 0.1073 -1.0123 -1.3146 -0.063 0.553 -0.042 0.23
H 0.7940 1.1184 -1.9944 -0.193 -0.187 0.069 0.20
H -0.7947 1.0788 -2.4774 0.144 -0.044 0.191 0.25

Record 6
12
Properties=species:S:1:pos:R:3:forces:R:3:mulliken_charge:R:1 method="wB97M-V/def2-TZVPD" lumo_energy_ev=0.088 multiplicity=1 homo_lumo_gap_ev=9.18 homo_ev=-9.10
H -1.3189 0.8731 -2.2989 0.209 -0.362 0.940 0.24
N -0.8613 0.8124 -1.3653 -0.868 0.861 -1.925 -0.51
C -0.3402 -0.2904 -1.1070 0.871 -1.580 1.106 -0.06
C 0.5077 -0.3738 0.2051 -1.446 -1.226 0.799 -0.62
C 0.3143 0.9656 0.9357 -0.450 0.753 0.149 -0.30
N 1.5894 1.3320 1.5706 -0.258 1.414 3.191 -0.08
O 1.5233 1.7714 2.7503 -0.277 -1.487 -3.964 -0.32
H -0.4431 -1.2137 -1.7273 0.209 0.684 0.348 0.35
H 1.5596 -0.5608 -0.0409 -0.127 0.292 -0.076 0.31
H 0.2239 -1.2818 0.8939 0.233 1.602 -1.465 0.28
H 0.0065 1.6698 0.0889 1.132 -0.298 1.124 0.30
H -0.5571 1.0831 1.6281 0.772 -0.651 -0.226 0.40

Calculated calculated total energy, -302.6359 -302.6388 -302.5902 -302.4904 -302.5807 -302.5357 hartree (same order as the records).
Calculated molecular weight, 86.1 86.1 86.1 86.1 86.1 86.1 g/mol (same order as the records).